[1]
{
  "formula": "C29H61B3O24",
  "method": "ωB97M-V/def2-TZVPD",
  "charge": 0,
  "energy_ha": -3022.26058,
  "gap_ev": 11.09,
  "fmax_ha_per_bohr": 0.0207,
  "multiplicity": 1,
  "smiles": "CCOC(=O)OC.CCOC(=O)OC.CCOC(=O)OC.CCOC(=O)OC.CCOC(=O)OC.CCOC(=O)OC.CCOC(=O)OC.CB1OBOBO1",
  "elements": ["C", "B", "O", "B", "O", "B", "O", "H", "H", "H", "H", "H", "C", "C", "O", "C", "O", "O", "C", "H", "H", "H", "H", "H", "H", "H", "H", "C", "C", "O", "C", "O", "O", "C", "H", "H", "H", "H", "H", "H", "H", "H", "C", "C", "O", "C", "O", "O", "C", "H", "H", "H", "H", "H", "H", "H", "H", "C", "C", "O", "C", "O", "O", "C", "H", "H", "H", "H", "H", "H", "H", "H", "C", "C", "O", "C", "O", "O", "C", "H", "H", "H", "H", "H", "H", "H", "H", "C", "C", "O", "C", "O", "O", "C", "H", "H", "H", "H", "H", "H", "H", "H", "C", "C", "O", "C", "O", "O", "C", "H", "H", "H", "H", "H", "H", "H", "H"],
  "positions_angstrom": [[-2.040375, 0.449846, 2.151060], [-2.042167, 1.647205, 1.163295], [-1.497174, 2.887409, 1.505006], [-0.759072, 3.509759, 0.526724], [-1.241326, 3.447603, -0.774094], [-1.729228, 2.190798, -1.110525], [-2.478044, 1.534576, -0.158271], [-1.006954, 0.088388, 2.222339], [-2.329427, 0.730595, 3.165507], [-2.655925, -0.380961, 1.807017], [0.304953, 3.991037, 0.750988], [-1.435362, 1.669301, -2.136391], [-0.199803, 0.809399, 8.820494], [-1.559581, 1.015204, 8.193141], [-1.656343, 0.370970, 6.904857], [-1.837772, -0.947995, 6.941841], [-1.967600, -1.621250, 7.932095], [-1.865447, -1.399344, 5.688643], [-2.015456, -2.819689, 5.569401], [0.586525, 1.164738, 8.154162], [-0.141127, 1.374573, 9.751717], [-0.033392, -0.242577, 9.044855], [-1.741393, 2.064537, 7.971299], [-2.357618, 0.642344, 8.833879], [-2.893645, -3.159745, 6.114053], [-1.131530, -3.326785, 5.952978], [-2.125805, -3.008414, 4.506251], [-0.262531, 7.077635, -1.128932], [1.073719, 6.431609, -1.408002], [1.949044, 7.307636, -2.148396], [2.530086, 8.266260, -1.433590], [2.437481, 8.424969, -0.242507], [3.283981, 9.001195, -2.252398], [3.978109, 10.076159, -1.609845], [-0.733059, 7.397097, -2.059870], [-0.922313, 6.355519, -0.645597], [-0.157229, 7.942701, -0.476275], [0.958882, 5.562929, -2.053059], [1.573027, 6.123713, -0.489834], [4.579376, 9.702979, -0.783289], [3.270044, 10.811661, -1.231301], [4.606590, 10.511714, -2.379930], [1.835068, -8.525953, 5.262722], [2.134304, -7.683435, 4.044016], [1.830814, -6.289999, 4.271982], [2.729292, -5.624681, 4.993294], [3.768777, -6.065614, 5.415335], [2.290923, -4.378735, 5.163331], [3.131098, -3.559491, 5.986069], [0.795341, -8.404207, 5.566684], [2.002657, -9.577575, 5.025895], [2.484057, -8.251157, 6.092199], [1.495464, -7.952923, 3.205797], [3.176664, -7.771133, 3.740434], [4.150382, -3.554834, 5.604923], [3.129585, -3.927157, 7.011547], [2.700297, -2.564462, 5.935429], [-1.059112, -1.228701, -8.146525], [-0.735531, -1.473416, -6.691356], [-1.006437, -0.311876, -5.876993], [-2.288242, -0.108378, -5.586092], [-3.210319, -0.824516, -5.882698], [-2.379900, 1.006775, -4.859848], [-3.711996, 1.347012, -4.464883], [-0.513543, -0.361561, -8.519636], [-0.765746, -2.097636, -8.738117], [-2.126144, -1.063516, -8.284221], [0.328342, -1.648028, -6.544249], [-1.292198, -2.320857, -6.292874], [-4.180413, 0.519269, -3.935982], [-4.317441, 1.604901, -5.332311], [-3.605712, 2.206505, -3.809679], [6.320262, -4.695460, 8.431251], [6.086965, -6.185787, 8.520100], [5.997736, -6.630775, 9.891584], [4.840970, -6.372076, 10.493452], [3.873672, -5.856232, 9.991427], [4.909286, -6.822505, 11.746706], [3.720013, -6.611380, 12.516292], [7.216438, -4.411649, 8.983822], [6.451643, -4.411712, 7.386243], [5.469678, -4.147965, 8.834374], [6.930021, -6.742746, 8.117093], [5.184641, -6.484283, 7.987747], [2.857159, -7.041202, 12.011702], [3.550289, -5.546472, 12.667053], [3.901012, -7.107582, 13.464270], [-5.891780, 10.458046, -3.454349], [-5.359628, 9.536683, -4.527958], [-4.296770, 8.695281, -4.031358], [-4.689299, 7.659685, -3.294425], [-5.827442, 7.340959, -3.060874], [-3.603848, 6.997920, -2.892096], [-3.874994, 5.851492, -2.081567], [-5.087206, 11.062771, -3.035660], [-6.634934, 11.128403, -3.888406], [-6.365216, 9.888708, -2.656739], [-4.890582, 10.094640, -5.335419], [-6.145222, 8.904825, -4.940394], [-4.562949, 5.171527, -2.581337], [-4.307230, 6.152361, -1.127876], [-2.913984, 5.370748, -1.922544], [-1.562574, -5.276422, -13.905103], [-0.935764, -3.922731, -13.662478], [-0.504629, -3.771426, -12.292355], [0.632857, -4.387894, -11.983430], [1.336871, -5.008945, -12.738006], [0.876035, -4.189641, -10.686974], [2.061343, -4.830709, -10.200674], [-2.394884, -5.441151, -13.220713], [-1.943981, -5.320557, -14.926176], [-0.829270, -6.070311, -13.776614], [-1.657112, -3.119509, -13.795504], [-0.084426, -3.750293, -14.319679], [2.923085, -4.546213, -10.800614], [1.945108, -5.912855, -10.230394], [2.173193, -4.487491, -9.177089]],
  "forces_ev_per_a": [[-0.2, 0.0, 0.1], [-0.6, 0.6, -0.2], [0.8, -0.5, 0.3], [-0.7, 0.2, -0.1], [0.9, -0.5, -0.2], [-0.6, 0.4, 0.3], [0.7, -0.8, -0.1], [0.0, 0.0, 0.0], [0.0, 0.0, 0.0], [0.0, 0.0, 0.0], [-0.2, 0.3, 0.1], [-0.3, 0.2, -0.1], [0.0, 0.0, 0.0], [-0.1, 0.0, 0.0], [0.0, 0.0, 0.0], [-0.1, 0.0, 0.0], [0.0, 0.0, 0.0], [0.0, 0.0, 0.0], [0.0, 0.0, 0.0], [0.0, 0.0, 0.0], [0.0, 0.0, 0.0], [0.0, 0.0, 0.0], [0.0, 0.0, 0.0], [0.0, 0.0, 0.0], [0.0, 0.0, 0.0], [0.0, 0.0, 0.0], [0.0, 0.0, 0.0], [-0.1, 0.1, -0.1], [0.0, -0.1, 0.0], [-0.1, 0.1, 0.0], [0.2, -0.2, 0.1], [-0.1, 0.1, 0.0], [-0.1, 0.1, 0.0], [0.0, 0.0, 0.0], [0.0, 0.0, 0.0], [0.0, 0.0, 0.0], [0.0, 0.0, 0.0], [0.0, 0.0, 0.0], [0.0, 0.1, 0.0], [0.0, 0.0, 0.0], [0.0, 0.0, 0.0], [0.0, 0.0, 0.0], [0.0, 0.0, 0.0], [0.0, 0.0, -0.1], [0.0, 0.0, 0.0], [0.0, 0.0, 0.0], [0.0, 0.0, 0.0], [0.0, 0.0, 0.0], [0.0, 0.0, 0.0], [0.0, 0.0, 0.0], [0.0, 0.0, 0.0], [0.0, 0.0, 0.0], [0.0, 0.0, 0.0], [0.0, 0.0, 0.0], [0.0, 0.0, 0.0], [0.0, 0.0, 0.0], [0.0, 0.0, 0.0], [0.0, 0.0, 0.0], [0.0, 0.0, 0.0], [0.0, 0.0, -0.1], [0.0, -0.2, 0.2], [0.0, 0.1, -0.1], [0.0, 0.1, -0.1], [0.0, 0.0, 0.0], [0.0, 0.0, 0.0], [0.0, 0.0, 0.0], [0.0, 0.0, 0.0], [0.0, 0.0, 0.0], [0.0, 0.0, 0.0], [0.0, 0.0, 0.0], [0.0, 0.0, 0.0], [0.0, 0.0, 0.0], [0.0, 0.0, 0.0], [0.0, -0.1, -0.1], [0.0, 0.1, 0.0], [-0.1, -0.2, -0.1], [0.1, 0.1, 0.0], [0.0, 0.1, 0.0], [0.0, 0.0, 0.0], [0.0, 0.0, 0.0], [0.0, 0.0, 0.0], [0.0, 0.0, 0.0], [0.0, 0.0, 0.0], [0.0, 0.0, 0.0], [0.0, 0.0, 0.0], [0.0, 0.0, 0.0], [0.0, 0.0, 0.0], [0.0, 0.0, 0.0], [0.0, 0.0, 0.0], [0.0, 0.1, 0.1], [0.0, -0.2, -0.2], [0.0, 0.1, 0.1], [0.0, 0.0, 0.0], [0.0, -0.1, 0.1], [0.0, 0.0, 0.0], [0.0, 0.0, 0.0], [0.0, 0.0, 0.0], [0.0, 0.0, 0.0], [0.0, 0.0, 0.0], [0.0, 0.0, 0.0], [0.0, 0.0, 0.0], [0.0, 0.0, 0.0], [0.0, 0.0, 0.0], [0.0, 0.1, 0.0], [0.0, 0.0, 0.0], [0.0, 0.0, 0.0], [0.0, 0.0, 0.0], [0.0, 0.0, 0.0], [0.0, 0.0, 0.0], [0.0, 0.0, 0.0], [0.0, 0.0, 0.0], [0.0, 0.0, 0.0], [0.0, 0.0, 0.0], [0.0, 0.0, 0.0], [0.0, 0.0, 0.0], [0.0, 0.0, 0.0], [0.0, 0.0, 0.0]]
}

---

[2]
{
  "formula": "C29H61BBrClN11O29PS2",
  "method": "ωB97M-V/def2-TZVPD",
  "charge": 0,
  "energy_ha": -8121.37250,
  "gap_ev": 8.04,
  "fmax_ha_per_bohr": 0.0944,
  "multiplicity": 1,
  "elements": ["C", "B", "O", "C", "P", "O", "Cl", "C", "C", "C", "C", "S", "O", "O", "O", "S", "O", "O", "C", "C", "C", "C", "C", "C", "C", "C", "C", "C", "C", "C", "Br", "H", "H", "H", "H", "H", "H", "H", "H", "H", "H", "H", "H", "H", "H", "H", "H", "H", "H", "H", "H", "H", "H", "H", "H", "H", "H", "H", "H", "C", "N", "O", "O", "H", "H", "H", "C", "N", "O", "O", "H", "H", "H", "C", "N", "O", "O", "H", "H", "H", "C", "N", "O", "O", "H", "H", "H", "C", "N", "O", "O", "H", "H", "H", "C", "N", "O", "O", "H", "H", "H", "C", "N", "O", "O", "H", "H", "H", "C", "N", "O", "O", "H", "H", "H", "C", "N", "O", "O", "H", "H", "H", "C", "N", "O", "O", "H", "H", "H", "C", "N", "O", "O", "H", "H", "H"],
  "positions_angstrom": [[-0.362407, -4.923449, -3.430224], [-0.299718, -3.522147, -2.621829], [-0.822561, -3.619845, -1.265591], [0.323518, -2.095374, -3.217777], [0.293760, -2.441539, -5.138007], [0.695200, -1.033184, -6.034019], [-1.672951, -2.866870, -5.795691], [-0.676454, -0.836134, -3.038543], [-2.226930, -1.236600, -2.706417], [-0.266327, 0.209872, -1.892069], [-1.421503, 1.202166, -1.373603], [-2.054168, 2.342386, -2.730263], [-3.556943, 2.253570, -2.836788], [-1.534542, 3.748758, -2.559909], [0.868690, 1.063406, -2.146352], [1.725652, 0.729425, -3.551070], [2.924301, 1.673715, -3.408744], [2.438585, -0.752069, -3.632565], [1.874564, -1.870341, -2.887359], [2.382881, -1.655846, -1.402366], [1.930856, -2.566939, -0.207064], [2.029578, -4.138513, -0.138198], [1.603759, -4.993055, 1.070252], [1.065119, -4.342661, 2.367188], [0.953873, -2.797745, 2.354636], [1.374633, -1.915920, 1.115376], [1.215004, -0.355117, 1.381144], [2.831632, -3.107701, -3.410763], [4.025747, -2.652308, -4.381453], [3.620124, -2.499850, -5.937507], [5.276333, -4.260232, -4.375843], [0.480275, -5.120139, -4.165603], [-0.356757, -5.787240, -2.666978], [-1.365629, -5.019651, -3.991230], [-0.734363, -2.734473, -0.832349], [-0.171391, -0.559357, -6.155520], [-0.814611, -0.312978, -4.066313], [-2.641401, -2.076392, -3.350725], [-2.946967, -0.358025, -2.942376], [-2.321121, -1.493288, -1.590136], [-0.012878, -0.446215, -0.968114], [-0.896796, 1.916693, -0.626795], [-2.251378, 0.702526, -0.778668], [-1.473160, 1.837305, -3.914581], [2.331998, -0.569205, -1.000717], [3.540759, -1.788079, -1.450209], [2.423964, -4.731830, -1.037506], [1.705729, -6.132365, 1.041574], [0.772836, -4.958726, 3.277082], [0.560464, -2.317619, 3.324252], [0.231747, -0.179244, 1.952766], [2.050753, 0.003453, 2.085662], [1.239947, 0.321595, 0.470498], [2.277777, -3.947345, -3.928700], [3.372608, -3.617968, -2.524559], [4.690711, -1.819692, -3.986380], [3.458892, -1.394876, -6.169325], [4.551205, -2.836672, -6.534673], [2.775185, -3.188506, -6.264980], [4.163069, -0.028516, 5.137709], [2.720215, -0.385961, 5.146506], [2.068541, -0.066699, 6.129023], [2.290519, -0.974634, 4.167268], [4.404451, 0.489562, 6.068022], [4.730262, -0.955162, 5.053348], [4.335293, 0.620389, 4.279389], [-6.695542, 1.157853, -2.851536], [-7.398235, -0.148907, -2.774913], [-8.212825, -0.293708, -1.877525], [-7.107707, -0.981585, -3.616388], [-7.052078, 1.794753, -2.046642], [-5.628190, 0.964102, -2.746697], [-6.924459, 1.598262, -3.821173], [7.005552, -1.353782, 0.449231], [5.564156, -1.714459, 0.471450], [4.921356, -1.395996, 1.456658], [5.129012, -2.306456, -0.505025], [7.251693, -0.835825, 1.374277], [7.574336, -2.278799, 0.361694], [7.168801, -0.705887, -0.411229], [-1.546978, 4.441189, 1.372212], [-0.587974, 3.828867, 2.327619], [-0.532337, 4.303445, 3.448804], [0.076625, 2.890248, 1.915208], [-2.066365, 5.258146, 1.869547], [-0.973769, 4.809465, 0.521590], [-2.248636, 3.665211, 1.070582], [6.282502, 1.635229, 9.227777], [6.113574, 1.008307, 7.890930], [5.449299, 1.616469, 7.064469], [6.651799, -0.071069, 7.716005], [5.752425, 2.585908, 9.238821], [5.864801, 0.951815, 9.966202], [7.349423, 1.786210, 9.387124], [0.569086, 2.539016, 7.940786], [1.205502, 3.729439, 8.563268], [1.901682, 4.431174, 7.849929], [0.982860, 3.916996, 9.749635], [0.852523, 2.497703, 6.890849], [0.928900, 1.658646, 8.471919], [-0.509478, 2.650694, 8.044924], [2.785882, 3.178666, -6.225241], [2.590791, 2.554348, -7.560024], [1.910277, 3.162534, -8.370944], [3.127326, 1.474246, -7.746823], [2.255406, 4.128966, -6.201305], [2.383814, 2.493105, -5.480640], [3.855268, 3.330399, -6.085676], [-0.576398, 3.224712, 12.918227], [-1.280681, 1.918078, 12.992907], [-2.109854, 1.777358, 13.876720], [-0.975485, 1.079550, 12.160820], [-0.945631, 3.868624, 13.714303], [0.488456, 3.031579, 13.041256], [-0.789394, 3.657777, 11.941632], [-11.188470, 0.635596, 0.304444], [-10.539145, 1.820664, 0.923896], [-9.851327, 2.525846, 0.201681], [-10.741976, 2.001314, 2.112128], [-10.921326, 0.600291, -0.750127], [-10.822452, -0.248769, 0.824449], [-12.265012, 0.749033, 0.426174], [-5.531867, 3.084525, -0.139141], [-4.581695, 2.483451, 0.827423], [-4.538444, 2.957965, 1.947998], [-3.905484, 1.550359, 0.424196], [-6.064815, 3.897973, 0.349880], [-4.951105, 3.455705, -0.983974], [-6.221357, 2.301957, -0.446146], [-0.976863, -1.891876, -9.464576], [-1.180700, -2.512766, -10.799293], [-1.860135, -1.898858, -11.605533], [-0.651196, -3.594721, -10.989473], [-1.501597, -0.938472, -9.436925], [-1.380695, -2.576038, -8.718401], [0.094495, -1.746320, -9.329519]],
  "forces_ev_per_a": [[-0.4, -0.8, 0.2], [-0.5, -0.8, 2.3], [1.1, 1.7, -2.9], [-1.3, 0.9, -0.8], [2.1, -0.7, -1.1], [-2.7, -0.7, 1.4], [0.3, 0.9, 0.6], [-1.6, 0.7, 0.0], [-0.1, 0.3, 0.2], [-1.2, -0.8, 1.1], [1.3, 0.3, 0.7], [-1.8, 2.9, 0.6], [3.3, -0.5, 0.1], [-0.7, -3.7, -0.3], [0.5, -1.5, -0.5], [3.2, 3.5, -0.6], [-3.4, -2.8, -0.2], [-1.1, 0.7, 1.3], [1.3, -1.6, 0.2], [1.4, 0.6, 1.8], [-1.7, -2.3, 3.9], [-1.0, 1.0, 2.1], [-0.1, 3.3, 0.4], [1.2, 2.9, -3.7], [0.9, -2.3, -2.2], [0.0, -2.7, 0.1], [0.1, -0.3, 0.6], [0.8, -0.5, 0.2], [-0.6, -0.7, -0.8], [1.6, 0.2, 0.2], [-0.4, 0.6, 0.3], [-1.1, 0.3, 0.8], [0.0, 1.4, -1.1], [1.5, 0.2, 0.8], [0.0, -1.2, -0.1], [1.2, -0.1, -0.1], [0.6, -0.5, 1.7], [0.9, 0.8, 1.0], [1.4, -1.2, 0.5], [-0.1, 0.2, -1.8], [-0.4, 1.0, -1.4], [-0.8, -1.0, -1.3], [0.9, 0.7, -1.4], [-0.5, 0.2, 1.1], [-0.5, -1.7, -1.0], [-2.3, 0.2, -0.2], [-0.7, 1.1, 1.5], [-0.1, 1.9, -0.2], [0.4, 1.0, -1.4], [0.8, -0.6, -2.0], [1.5, -0.2, -1.0], [-1.2, -0.6, -1.2], [0.0, -1.0, 1.0], [0.5, 1.2, 0.5], [-1.2, 1.1, -1.2], [-1.2, -1.1, -0.6], [-0.2, -1.6, 0.2], [-1.6, 0.7, 0.9], [1.0, 1.1, 0.7], [0.0, 0.0, 0.3], [0.0, -0.1, -0.1], [0.0, -0.2, -0.5], [0.1, 0.4, 0.8], [-0.4, -0.4, -0.7], [-0.1, 0.1, -0.2], [0.0, -0.2, 0.0], [0.1, 0.2, 0.0], [-0.2, -0.2, 0.0], [0.2, -0.1, -0.4], [-0.2, 0.3, 0.5], [-0.2, -0.2, -0.2], [-0.1, 0.1, -0.2], [0.1, -0.1, 0.0], [0.3, 0.1, 0.1], [-0.2, 0.0, 0.3], [0.1, -0.2, -0.6], [0.5, 0.1, 0.6], [-0.2, -0.1, -0.1], [-0.1, 0.1, -0.1], [0.0, -0.2, 0.0], [-0.2, 0.3, -0.1], [0.1, 0.0, 0.3], [0.1, -0.4, -0.5], [-0.3, 0.3, 0.2], [0.1, -0.2, 0.0], [-0.1, -0.2, 0.0], [0.2, 0.0, 0.0], [-0.1, 0.3, 0.2], [0.1, -0.1, 0.0], [0.7, 0.1, 0.7], [-0.3, 0.5, -0.1], [0.0, -0.2, -0.1], [0.2, 0.0, -0.1], [-0.1, -0.2, 0.0], [0.0, -0.2, -0.3], [0.1, 0.2, -0.2], [-0.3, -0.2, 0.6], [0.2, 0.1, -0.4], [0.0, 0.1, 0.2], [-0.1, 0.1, 0.0], [0.1, -0.1, 0.1], [-0.2, 0.3, 0.1], [0.0, 0.0, -0.3], [0.3, -0.4, 0.2], [-0.3, 0.5, 0.0], [0.1, -0.2, -0.1], [0.3, 0.1, -0.1], [-0.1, -0.2, 0.1], [0.0, 0.3, 0.1], [-0.2, -0.2, 0.1], [0.3, -0.1, -0.5], [-0.2, 0.3, 0.4], [0.0, -0.2, -0.1], [-0.1, 0.0, -0.2], [0.2, -0.1, 0.0], [-0.1, -0.2, -0.3], [0.1, 0.2, 0.1], [-0.2, -0.2, 0.4], [0.2, 0.0, -0.6], [0.1, 0.1, 0.2], [-0.1, 0.1, 0.0], [0.1, 0.0, 0.1], [-0.3, 0.4, 0.0], [-0.2, 0.1, 0.3], [0.2, -0.3, -0.5], [-0.1, 0.3, 0.3], [0.1, -0.2, 0.1], [0.0, -0.2, 0.0], [0.2, 0.1, 0.1], [0.0, 0.2, 0.2], [-0.1, -0.1, -0.4], [0.3, -0.4, 0.3], [-0.3, 0.5, 0.0], [0.0, -0.2, -0.1], [0.2, 0.0, -0.1], [-0.1, -0.1, 0.0]]
}